Entry 1:
{"formula": "CHOPS", "method": "the ωB97M-V functional and the def2-TZVPD basis", "symbols": ["C", "O", "P", "S", "H"], "positions_angstrom": [[1.01128, 0.47163, 0.01676], [1.11947, 1.61410, -0.34619], [1.17690, -2.36178, -0.75505], [-0.65061, -2.59781, -0.10309], [0.62350, 0.07873, 0.87483]], "relative_energy_kcal_mol": 48.3, "homo_lumo_gap_ev": [6.8, 6.0], "energy_ha": -853.368808, "e_lumo_ev": [-1.57, -1.81]}

Entry 2:
{"formula": "C3H8BrN2", "method": "the ωB97M-V functional and the def2-TZVPD basis", "symbols": ["C", "C", "C", "N", "N", "Br", "H", "H", "H", "H", "H", "H", "H", "H"], "positions_angstrom": [[0.34468, -0.89819, 0.80536], [0.78850, 0.58304, 0.51309], [-1.09194, -0.09992, -0.81421], [-0.29003, -1.20431, -0.45873], [-0.34596, 1.05766, -0.35335], [-2.91611, -0.01254, 0.10301], [1.28524, -1.54612, 1.12893], [-0.36036, -1.00064, 1.66313], [0.77277, 1.23327, 1.48779], [1.68045, 0.57061, 0.00225], [-1.34588, 0.04056, -2.23935], [-0.61444, -2.21640, -0.60240], [-0.96139, 1.88812, 0.07115], [0.31093, 1.42173, -1.04583]], "total_charge": 1, "relative_energy_kcal_mol": 70.6, "homo_lumo_gap_ev": 10.1, "energy_ha": -2802.291994, "e_lumo_ev": -3.88}

Entry 3:
{"formula": "C5H4O2", "method": "the ωB97M-V functional and the def2-TZVPD basis", "symbols": ["O", "C", "O", "C", "C", "C", "C", "H", "H", "H", "H"], "positions_angstrom": [[2.23411, -1.50163, 0.80071], [1.74065, -0.57127, 0.31042], [-0.75057, -1.80779, 0.74000], [-1.26049, -1.02877, -0.03371], [-1.19878, 0.44828, 0.10771], [-0.04936, 1.11598, -0.03591], [1.27613, 0.53160, -0.26011], [-1.76411, -1.40279, -0.94847], [-2.13502, 0.97975, 0.26379], [-0.07493, 2.20439, -0.02916], [1.98236, 1.03225, -0.91529]], "relative_energy_kcal_mol": 35.7, "smiles": "O=C=C/C=C\\C=O", "homo_lumo_gap_ev": 9.4, "energy_ha": -343.335444, "e_lumo_ev": 0.60}

Entry 4:
{"formula": "C29H43BiGeN2Sb2Se", "method": "the ωB97M-V functional and the def2-TZVPD basis", "symbols": ["Bi", "C", "C", "C", "C", "C", "C", "N", "N", "C", "C", "C", "C", "C", "C", "H", "H", "H", "H", "H", "H", "H", "H", "H", "C", "Sb", "C", "C", "C", "C", "C", "C", "C", "C", "C", "Sb", "C", "C", "H", "H", "H", "H", "H", "H", "H", "H", "H", "H", "H", "H", "H", "H", "H", "H", "H", "H", "H", "H", "C", "Ge", "C", "C", "C", "Se", "C", "H", "H", "H", "H", "H", "H", "H", "H", "H", "H", "H", "H", "H", "H"], "positions_angstrom": [[0.37795, 0.46188, 0.23305], [-2.19602, 5.16250, -2.06510], [-0.91612, 5.66282, -1.84106], [0.01502, 4.91763, -1.14114], [-0.34966, 3.66317, -0.66375], [-1.62590, 3.15830, -0.87865], [-2.55328, 3.91309, -1.57868], [0.57885, 2.82438, 0.02981], [1.61774, 3.33166, 0.45937], [2.54167, 2.43950, 1.04340], [3.66081, 3.01532, 1.62651], [4.61034, 2.19873, 2.22222], [4.43135, 0.82409, 2.22190], [3.30342, 0.24905, 1.63077], [2.35381, 1.05138, 1.03417], [-2.91575, 5.74911, -2.62057], [-0.64308, 6.63962, -2.21720], [1.01676, 5.28780, -0.97159], [-1.91248, 2.19206, -0.47391], [-3.55292, 3.53102, -1.73663], [3.76462, 4.09290, 1.60824], [5.48839, 2.63223, 2.68075], [5.17518, 0.18381, 2.67859], [3.18902, -0.82799, 1.63964], [1.87256, -4.48617, 0.48555], [1.41066, -2.57440, -0.33131], [-0.64569, -2.96298, -0.76821], [2.32415, -2.83157, -2.29519], [1.32687, -3.20119, -3.35434], [0.81938, -4.50009, -3.38602], [-0.13983, -4.88421, -4.30738], [-0.61364, -3.95820, -5.22592], [-0.09811, -2.67315, -5.22316], [0.87843, -2.27718, -4.30839], [1.45327, -0.89319, -4.43715], [0.73094, 0.50456, -2.95246], [-1.34531, 0.15469, -3.32755], [0.89573, 2.33152, -4.03739], [1.35634, -5.22430, -0.12563], [1.52934, -4.55302, 1.51559], [2.94755, -4.64860, 0.44848], [-0.74318, -3.89973, -1.31380], [-1.08705, -2.16397, -1.36546], [-1.17906, -3.03697, 0.18177], [3.05051, -3.62771, -2.12680], [2.87219, -1.91902, -2.51491], [1.20322, -5.22993, -2.67949], [-0.50817, -5.90137, -4.31640], [-1.36082, -4.24191, -5.95499], [-0.43736, -1.96201, -5.96820], [1.12858, -0.42345, -5.36572], [2.54170, -0.87238, -4.40333], [-1.54021, 0.48058, -4.34953], [-1.98445, 0.71889, -2.64954], [-1.56761, -0.90854, -3.24872], [0.43403, 2.16123, -5.00891], [1.93667, 2.62050, -4.16448], [0.35875, 3.11431, -3.50274], [-1.59983, -0.04009, 6.36205], [-2.76179, -0.55304, 4.88968], [-2.63893, -2.44532, 4.46459], [-4.57837, 0.05746, 5.16107], [-2.05522, 0.35122, 3.25203], [-0.11829, 0.15041, 3.11651], [0.42750, 1.86848, 3.84498], [-1.88338, -0.58848, 7.26073], [-1.70256, 1.02492, 6.57624], [-0.55374, -0.26727, 6.15108], [-2.84898, -3.04977, 5.34708], [-1.63593, -2.69982, 4.11544], [-3.36378, -2.70645, 3.69264], [-4.97533, -0.41170, 6.06185], [-5.21996, -0.21263, 4.32312], [-4.60579, 1.13807, 5.29825], [-2.27315, 1.41910, 3.21913], [-2.47853, -0.11518, 2.36047], [0.00372, 1.94159, 4.84347], [0.06891, 2.68135, 3.21906], [1.51334, 1.87204, 3.90214]], "total_charge": 2, "relative_energy_kcal_mol": 0.0, "homo_lumo_gap_ev": 6.2, "energy_ha": -6413.195488, "e_lumo_ev": -6.91}

Entry 5:
{"formula": "C9H15InNO3", "method": "the ωB97M-V functional and the def2-TZVPD basis", "symbols": ["C", "C", "O", "C", "In", "H", "H", "H", "H", "H", "H", "H", "H", "H", "H", "C", "C", "C", "C", "C", "C", "N", "O", "O", "H", "H", "H", "H", "H"], "positions_angstrom": [[0.44509, -1.17898, -2.05171], [0.52483, 0.19166, -2.69132], [1.81668, 0.72645, -2.21921], [-0.62157, 1.11959, -2.42956], [-2.71932, 0.35611, -2.63290], [1.14980, -1.88084, -2.49196], [-0.56180, -1.57850, -2.13764], [0.68210, -1.07556, -0.99363], [0.61060, 0.05795, -3.77508], [2.10198, 1.38974, -2.84800], [-0.50838, 1.49017, -1.40600], [-0.53400, 1.98284, -3.09377], [-3.46234, 0.48746, -1.02428], [-3.64138, 1.27356, -3.83303], [-2.70454, -1.35817, -3.10766], [1.18056, 0.65895, 1.02874], [1.73335, -0.53088, 1.48670], [1.26787, -1.12129, 2.64853], [0.24087, -0.49723, 3.33106], [-0.34004, 0.67850, 2.89620], [0.14407, 1.25657, 1.73417], [-0.24762, -1.10853, 4.58103], [0.29214, -2.12788, 4.96679], [-1.13280, -0.53945, 5.18791], [1.53179, 1.09122, 0.10074], [2.52476, -1.00632, 0.92262], [1.67585, -2.04674, 3.02509], [-1.15049, 1.11649, 3.45818], [-0.29806, 2.17314, 1.36800]], "total_charge": -1, "relative_energy_kcal_mol": 59.5, "homo_lumo_gap_ev": 6.6, "energy_ha": -822.410867, "e_lumo_ev": 1.82}

Entry 6:
{"formula": "C9H10N2O", "method": "the ωB97M-V functional and the def2-TZVPD basis", "symbols": ["C", "C", "C", "C", "C", "C", "C", "C", "C", "N", "N", "O", "H", "H", "H", "H", "H", "H", "H", "H", "H", "H"], "positions_angstrom": [[-2.26120, -1.51748, 0.55535], [-3.07927, 0.64800, 0.02284], [-0.55423, 0.45431, 0.03822], [-2.01317, -0.22369, 0.24113], [-0.30988, 1.95743, -0.11048], [1.74590, 1.01328, -0.20990], [0.82597, -0.21267, -0.07117], [0.62317, -1.19286, -1.21112], [1.31594, -0.92970, 1.18960], [-2.59417, -2.54586, 0.89251], [-4.02073, 1.31317, -0.12521], [1.07787, 2.21306, 0.08502], [-0.57393, 2.14729, -1.28846], [-0.84400, 2.65961, 0.55899], [2.58855, 0.83660, 0.44277], [2.23148, 1.07700, -1.29010], [-0.21462, -0.86422, -1.90617], [0.23387, -2.09722, -0.79493], [1.49580, -1.36240, -1.76848], [0.85992, -1.96320, 1.42792], [1.08352, -0.37148, 2.11118], [2.38320, -1.03896, 1.21050]], "relative_energy_kcal_mol": 119.2, "smiles": "CC1(C)COCC1=C(C#N)C#N", "homo_lumo_gap_ev": [8.0, 8.0], "energy_ha": -533.554467, "e_lumo_ev": [-1.39, -1.39]}